No. 1
{"formula": "C6H14S", "method": "ωB97M-V/def2-TZVPD", "molar_mass_g_mol": 118.245, "relative_energy_kcal_mol": 130.20, "multiplicity": 1, "total_charge": 0, "e_lumo_ev": 0.51, "fmax_ev_per_a": 3.316, "species": ["C", "H", "H", "C", "C", "H", "S", "H", "C", "H", "H", "H", "H", "H", "H", "C", "H", "H", "C", "H", "H"], "positions_angstrom": [[0.5923, -0.7753, 0.4359], [2.7544, -1.3201, -0.0182], [1.7959, 2.5147, 1.2800], [-1.8916, -0.3080, 1.0695], [1.4989, 1.7259, 0.5703], [1.9032, -0.5666, -1.3535], [-0.9552, -0.7521, -0.1882], [1.4790, 0.4117, 2.1260], [0.8305, 0.6290, 1.3133], [-0.1520, 0.9185, 1.5622], [2.3155, 1.2995, -0.0074], [-1.5664, -0.6483, 2.0301], [-0.9807, -2.0741, -0.9891], [-1.8536, -0.6470, -2.4246], [-3.0565, 0.0348, -1.3156], [-2.0615, 0.0573, -1.6456], [1.4468, -2.2201, -0.8338], [-2.9276, -0.1440, 0.9922], [1.7210, -1.2621, -0.4376], [0.7975, 2.1305, -0.1522], [-1.6897, 0.9959, -2.0136]], "forces_ev_per_a": [[0.91, 2.76, 0.83], [-1.11, -0.07, 0.41], [0.20, -0.20, -0.52], [0.16, -0.51, 0.15], [0.00, 0.34, -0.75], [-0.34, -1.04, 1.22], [-1.37, -0.91, -1.03], [0.05, -0.70, 1.13], [0.17, -2.64, -2.00], [-0.67, 0.34, 1.02], [0.51, 0.48, 0.14], [0.25, -0.32, 0.24], [0.38, 1.49, 1.23], [-0.25, -0.58, -0.53], [-1.26, 0.15, 0.42], [2.59, -0.88, 0.45], [0.12, -0.70, -0.33], [-0.95, 0.31, -0.64], [0.65, 1.63, -1.64], [-0.05, 0.40, -0.21], [0.01, 0.65, 0.42]]}

No. 2
{"formula": "C22H16Br3CaCl2F5N3O4Te", "method": "ωB97M-V/def2-TZVPD", "molar_mass_g_mol": 959.673, "relative_energy_kcal_mol": 34.06, "multiplicity": 1, "total_charge": -1, "e_lumo_ev": 2.02, "fmax_ev_per_a": 1.933, "species": ["H", "H", "O", "C", "H", "H", "C", "F", "C", "C", "C", "O", "N", "H", "H", "C", "H", "C", "H", "C", "C", "C", "Br", "H", "C", "Br", "H", "C", "N", "C", "F", "Cl", "H", "C", "H", "C", "C", "C", "Cl", "O", "H", "C", "Br", "H", "F", "Te", "N", "F", "C", "H", "C", "F", "H", "Ca", "C", "O", "C"], "positions_angstrom": [[3.0301, -4.0099, -1.1275], [2.4128, 0.1548, -1.5008], [-2.5770, 1.0611, 1.0653], [1.8488, -0.0399, -2.4072], [-1.1729, 6.1315, -0.8238], [-2.7836, -1.7336, 2.6630], [-0.5705, 4.4237, -1.9852], [-4.8961, -1.4790, -1.5842], [3.7701, 0.1722, 3.4228], [-1.0822, 5.0530, -0.8563], [-0.2037, -0.5298, -3.3124], [-2.3158, -0.8314, -1.0371], [0.0631, -1.1387, 2.1054], [1.6106, -5.0991, -1.2157], [3.4957, 0.2471, -3.7597], [1.7792, -1.1404, 3.8233], [-0.2595, 4.9883, -2.8532], [2.4445, 0.0208, -3.6572], [-0.8655, -3.1106, 4.6309], [-0.4584, 3.0475, -1.9745], [0.9685, -2.0266, 4.5677], [1.6445, -0.2165, -4.7598], [3.7980, -1.2103, 5.8913], [4.7450, 0.5230, 3.7308], [3.2497, 0.5834, 2.1954], [4.2837, 1.7238, 1.0887], [1.3150, -2.3758, 5.5313], [-1.7468, 1.9968, 1.2896], [0.5569, -0.3184, -2.2381], [-0.2340, -2.4334, 4.0707], [-3.9172, 0.2887, -2.8435], [1.1253, -3.0815, -0.1192], [-2.2388, -3.4134, 2.5415], [0.2990, -0.4921, -4.6051], [-0.3458, -0.6679, -5.4535], [1.2663, -0.7125, 2.5781], [-1.3533, 2.9039, 0.1314], [-0.6717, -1.9704, 2.8091], [1.6630, -3.5628, -2.9808], [1.5123, 0.5516, 0.5919], [-1.8498, 4.7248, 1.1340], [1.9963, 0.1906, 1.7131], [2.3993, -0.1560, -6.4968], [-1.2529, -0.7300, -3.1222], [-3.5669, 1.8671, -1.1154], [-3.9026, 0.0050, -0.9514], [-0.8454, 2.2990, -0.9445], [-4.2882, -0.8156, 0.7088], [3.0492, -0.6702, 4.2246], [-2.0453, -2.2892, 1.1802], [-1.4660, 4.2849, 0.2246], [-5.6110, 0.7251, -0.6390], [-0.0459, 2.5146, -2.8247], [-0.5915, 0.0430, -0.0164], [-2.0034, -2.3857, 2.2645], [-1.1311, 2.1957, 2.3409], [1.9655, -4.0806, -1.3144]], "forces_ev_per_a": [[0.00, 0.02, 0.01], [-0.02, 0.00, 0.01], [0.48, -0.37, -0.12], [0.05, 0.00, -0.01], [-0.01, 0.00, 0.00], [-0.01, 0.00, -0.03], [-0.02, 0.04, 0.02], [0.12, -0.08, 0.22], [-0.07, -0.10, 0.11], [0.01, -0.04, -0.04], [0.03, -0.03, -0.06], [0.05, 0.07, -0.30], [-0.05, -0.10, -0.03], [0.00, 0.00, 0.02], [0.00, 0.00, 0.01], [-0.10, 0.01, -0.13], [0.00, 0.00, 0.00], [0.00, 0.00, -0.02], [0.00, 0.00, 0.00], [0.05, -0.05, -0.03], [-0.08, -0.02, -0.02], [0.01, 0.00, -0.01], [-0.01, 0.00, -0.01], [0.00, 0.00, 0.01], [-0.13, 0.02, -0.16], [0.04, 0.01, 0.02], [0.00, 0.00, 0.00], [0.07, 0.54, 0.82], [-0.14, 0.11, 0.03], [0.06, -0.01, 0.06], [-0.04, 0.08, 0.17], [0.08, -0.06, -0.01], [0.00, -0.01, 0.00], [0.01, 0.00, 0.01], [-0.01, 0.00, 0.00], [0.03, -0.08, 0.20], [-0.05, 0.19, -0.17], [0.03, 0.07, 0.04], [0.01, -0.02, -0.01], [0.16, 0.03, -0.14], [0.00, -0.01, 0.00], [0.28, 0.01, 0.08], [-0.01, 0.00, 0.02], [0.00, 0.00, 0.00], [0.22, -0.25, 0.29], [-1.64, -0.45, -0.93], [-0.06, 0.16, 0.17], [0.19, 0.39, 0.08], [0.15, 0.08, 0.01], [-0.01, -0.02, 0.00], [-0.02, 0.00, 0.03], [0.13, 0.04, -0.22], [0.01, 0.00, 0.01], [0.49, -0.30, 0.17], [-0.02, 0.07, 0.00], [-0.21, 0.05, -0.19], [-0.08, 0.04, 0.02]]}